[1]
This record from OMol25 describes a 11-piece molecular cluster, C4H30O12 overall in a non-equilibrium geometry. The level of theory is ωB97M-V/def2-TZVPD.

Results
structure (SMILES)	OCCCCO.O.O.O.O.O.O.O.O.O.O

```
! RIJCOSX wB97M-V def2-TZVPD def2/J DEFGRID3
* xyz 0 1
O -0.314 -0.548 -3.086
C -0.566 -0.584 -1.702
C 0.531 0.123 -0.932
C 0.264 0.122 0.579
C -0.221 1.465 1.128
O 0.697 2.457 0.587
H -0.096 0.401 -3.372
H -1.532 -0.137 -1.545
H -0.652 -1.699 -1.518
H 0.641 1.120 -1.370
H 1.521 -0.362 -1.136
H 1.257 -0.185 1.131
H -0.462 -0.635 0.864
H -0.136 1.507 2.240
H -1.218 1.684 0.758
H 0.732 3.214 1.194
O -1.046 -3.043 0.669
H -0.139 -2.983 0.336
H -1.200 -4.000 0.632
O 0.178 2.035 -3.595
H -0.091 2.464 -4.398
H -0.245 2.488 -2.767
O -1.330 -1.581 2.890
H -1.165 -2.273 2.207
H -1.897 -0.941 2.437
O -0.927 3.183 -1.452
H -0.236 3.003 -0.746
H -1.637 2.659 -1.193
O 3.093 1.292 0.420
H 3.428 1.402 -0.511
H 2.221 1.700 0.498
O 3.099 -1.341 1.033
H 3.157 -0.359 0.809
H 2.759 -1.349 1.901
O 1.379 -2.889 -0.332
H 2.048 -2.311 0.169
H 1.413 -2.533 -1.170
O -3.006 1.645 -0.740
H -2.848 0.800 -0.287
H -3.549 1.492 -1.485
O 1.248 -0.993 3.328
H 1.205 -0.520 4.213
H 0.304 -1.196 3.244
O -2.792 -0.983 0.672
H -3.658 -1.334 0.869
H -2.212 -1.737 0.416
*
```

[2]
This record from OMol25 describes a 11-piece molecular cluster, C4H30O13 overall in a non-equilibrium geometry. The level of theory is ωB97M-V/def2-TZVPD.

Results
structure (SMILES)	OCCO.OCCO.O.O.O.O.O.O.O.O.O

```
! RIJCOSX wB97M-V def2-TZVPD def2/J DEFGRID3
* xyz 0 1
O -1.951 -1.141 -0.954
C -3.239 -0.644 -1.341
C -3.116 0.279 -2.556
O -2.276 -0.267 -3.624
H -1.274 -0.445 -0.880
H -3.788 -1.503 -1.605
H -3.539 -0.047 -0.461
H -2.698 1.233 -2.221
H -4.070 0.422 -2.996
H -2.409 -1.216 -3.661
O 4.239 2.202 3.926
C 3.407 2.527 2.808
C 2.700 1.257 2.451
O 3.521 0.174 2.315
H 4.181 2.852 4.666
H 2.657 3.222 3.134
H 3.987 2.909 1.980
H 2.195 1.325 1.474
H 1.951 1.030 3.281
H 4.281 0.267 2.932
O -1.816 -2.854 -3.148
H -1.420 -2.473 -2.333
H -1.034 -3.277 -3.529
O 1.385 4.050 0.530
H 0.819 3.292 0.534
H 1.053 4.620 -0.187
O 0.614 -0.571 -3.770
H 0.951 -1.386 -3.333
H -0.311 -0.775 -3.984
O 0.936 -2.731 -1.677
H 1.491 -2.796 -0.897
H 0.397 -1.983 -1.330
O -0.606 1.957 0.914
H -1.239 1.479 1.496
H -0.075 1.242 0.515
O -2.334 -2.814 1.273
H -2.860 -2.268 1.929
H -2.217 -2.242 0.504
O -2.259 0.040 2.575
H -1.538 -0.444 3.013
H -2.989 -0.001 3.204
O 0.491 0.053 -1.142
H 0.575 0.109 -2.156
H 1.353 -0.244 -0.851
O 1.871 -1.447 0.660
H 1.289 -1.475 1.446
H 2.715 -1.496 1.075
*
```

Asked for E_LUMO across the records above, the calculation gives 0.19, -0.14 eV in order.
Asked for energy above the lowest of the compared OMol25 structures with the same formula, charge and spin across the records above, the calculation gives 0.0, 83.2 kJ/mol in order.
Asked for frontier orbital gap across the records above, the calculation gives 9.537, 10.202 eV in order.